# 1
DFT (ωB97M-V/def2-TZVPD) results for a cluster of 2 separate species, C3H8OS in total.

Last column: Löwdin charge in e.
Atoms and positions in Å:
C1 -0.84241 -3.10721 -0.77035  -0.427
C2 -1.43043 -0.26709 0.20910  -0.472
H1 3.84155 4.09720 1.29123  0.109
H2 -1.23523 0.79260 -0.11712  0.043
H3 0.16887 -3.19440 -1.01738  -0.007
S1 -1.33274 -1.42124 -1.15843  0.727
H4 -1.05701 -3.38667 0.26075  0.041
H5 -2.49636 -0.17221 0.44862  0.005
H6 3.42060 2.21983 2.19990  0.116
O1 2.02459 3.44579 1.17397  -0.004
H7 -0.92374 -0.55500 1.19967  0.065
C3 3.07269 3.22731 1.61651  -0.221
H8 -1.39073 -3.74595 -1.45410  0.025

The LUMO energy is 0.9 eV. Its highest occupied orbital energy is -8.2 eV. As for the SMILES: C=O.CSC. Its total charge is 0. As for the energy relative to the best compared isomer or geometry (same formula, charge and spin): 2.060 eV. The spin multiplicity is 1.

=====

# 2
DFT (ωB97M-V/def2-TZVPD) results for a cluster of 21 separate species, C20H75BBrN4O21 in total.

Last column: Löwdin charge in e.
Atoms and positions in Å:
H1 -4.00674 1.23076 -2.29938  0.091
H2 -2.52808 -2.49561 -0.74833  0.117
H3 -2.77384 -1.91898 4.82006  -0.014
H4 -2.09756 6.40108 -5.37683  0.032
C1 1.39988 -1.77987 0.77857  -0.155
O1 -2.26773 6.25299 -6.31610  -0.063
H5 3.72823 -0.07576 2.43725  0.082
C2 5.18962 3.40680 2.04725  -0.050
H6 -8.04482 -1.36791 -1.84919  0.044
H7 3.64212 -1.50290 0.64560  0.092
H8 2.94366 0.42118 -1.54044  0.109
H9 -2.24037 -2.07288 3.03749  0.087
N1 -5.23438 2.57449 -3.42730  -0.041
H10 -2.77893 -2.29236 -3.78030  0.044
C3 4.00055 0.92260 1.93751  -0.005
O2 -2.62100 -3.00174 -3.14346  -0.044
N2 -0.52101 -0.55616 -1.13590  -0.010
H11 2.54162 5.01845 -0.06066  0.006
C4 -2.07692 -2.07628 0.22665  -0.204
H12 3.38215 -1.78130 8.05703  0.038
H13 -1.30152 3.65520 -3.16438  0.101
C5 -1.03122 1.67647 -2.12879  -0.167
H14 -2.44160 0.16235 -0.26238  0.146
C6 -5.48526 -0.46369 0.83535  -0.115
H15 -0.49207 -6.37106 5.26602  0.056
C7 2.65626 0.27881 -0.43564  -0.163
H16 -4.72190 6.48613 -3.71747  0.047
N3 0.40436 -2.44642 -2.46261  0.246
O3 4.28007 -2.31145 2.27537  -0.098
H17 -1.95258 5.35114 -6.47208  -0.025
H18 0.05926 1.93842 -1.83286  0.119
H19 1.42317 -4.42511 4.57341  0.008
O4 -2.81850 -1.95769 5.78390  -0.044
H20 -1.06620 -0.20905 0.91104  0.142
H21 -1.83585 -2.71413 -2.66032  -0.026
H22 1.37778 5.99979 -0.03970  0.056
H23 -5.43083 -2.77241 1.14430  0.120
O5 -1.71220 3.43486 -6.56717  -0.053
H24 1.77103 2.72803 1.33111  0.006
H25 3.57533 2.86459 -1.23065  0.102
H26 -5.73061 3.22280 -2.78013  0.067
H27 7.07852 -2.68201 0.98887  0.061
H28 3.22228 0.16539 5.52633  0.018
C8 3.92745 2.62939 -0.17508  -0.049
O6 1.83087 -3.98890 3.81030  -0.054
H29 0.25420 -2.08032 -3.41256  0.114
H30 0.13111 5.20966 -1.69370  0.001
H31 -0.29930 -0.06612 -3.30274  0.130
H32 -5.04081 0.29311 0.08697  0.067
H33 -0.05658 -2.57378 -6.15327  0.048
H34 -0.52838 2.30202 -4.22640  0.118
H35 -5.34440 -0.03237 1.88737  0.084
C9 -2.82107 2.19127 -4.00172  -0.187
H36 7.69707 -2.06731 2.23616  0.060
O7 -4.23597 5.97455 -3.05800  -0.055
B1 -3.28916 -1.95624 1.31097  -0.376
H37 -4.39493 -6.70111 1.01096  0.039
H38 -6.61560 -0.51238 0.64613  0.065
H39 -0.92607 3.92956 -6.83726  0.064
H40 4.72128 -4.70974 4.59575  0.046
H41 2.87621 1.50715 4.89844  0.025
H42 1.57935 0.69799 -0.34535  0.085
H43 5.96459 1.06099 6.17222  0.064
C10 4.74379 3.71918 0.56724  -0.069
O8 2.75743 0.99254 5.70729  -0.058
O9 -3.14585 -1.84102 2.73558  0.104
H44 0.31039 2.29907 1.40369  0.025
H45 -0.06068 -1.22919 -6.86712  0.058
C11 0.09523 -1.85137 -1.31301  -0.228
Br1 -1.19142 -4.84920 0.41296  0.766
H46 -4.72569 5.14375 -2.99810  -0.004
H47 2.05945 -0.95881 -4.77272  0.006
H48 -4.74756 -2.13859 -0.44565  0.102
O10 0.87634 3.01773 1.09681  -0.059
H49 -7.50058 0.05275 -1.87877  0.036
C12 -0.99478 0.06681 -2.40666  -0.146
C13 3.55144 1.25315 0.48806  -0.173
O11 0.17892 -5.74007 5.55529  -0.047
O12 5.85303 0.78117 5.25401  -0.064
H50 6.17628 -0.12889 5.24639  0.057
O13 3.86045 -0.94576 7.99169  -0.052
C14 2.70894 -1.26536 0.00175  -0.149
C15 -3.90830 2.25903 -2.79685  -0.273
C16 4.83272 2.02838 2.69186  -0.049
H51 -2.08565 -0.21105 -2.67173  0.123
H52 5.17469 -2.60888 2.51020  0.000
H53 1.23157 -4.18733 3.08247  0.015
C17 -1.35063 2.53578 -3.44756  -0.187
H54 6.18261 -4.28997 4.52334  0.051
H55 0.01750 -5.64483 6.50255  0.058
H56 5.76781 4.23229 2.58156  0.089
C18 -4.81410 -1.92582 0.69062  -0.139
H57 0.90269 -0.90265 1.33850  0.132
H58 -1.66803 1.95060 -1.21761  0.108
H59 -3.21077 -5.92193 1.56631  -0.086
H60 0.88434 -3.36841 -2.40671  0.178
O14 1.83563 5.37520 -0.61649  -0.061
O15 2.65993 -0.76087 -4.03958  -0.046
O16 -0.57997 5.56120 -2.25153  -0.067
H61 4.98013 4.69311 0.02803  0.094
H62 -3.62761 3.06377 -2.01729  0.122
H63 -2.16076 -1.31394 6.07588  0.042
H64 3.70864 -3.02804 2.58196  0.017
O17 -7.97249 -0.56999 -1.31084  -0.060
H65 1.78133 -2.48836 1.61148  0.117
H66 3.36592 -0.44335 7.33182  -0.004
H67 2.25458 -1.19776 -3.28317  -0.021
H68 5.17741 1.84657 3.77948  0.057
H69 -2.10955 3.15393 -7.40229  0.072
H70 2.81826 -1.89672 -0.95461  0.108
H71 -1.04209 6.18521 -1.67854  0.045
O18 -3.99306 -6.41716 1.84144  -0.080
N4 0.45699 -2.58730 -0.05908  -0.096
O19 5.29342 -3.99409 4.29078  -0.049
H72 -3.03983 2.93155 -4.84430  0.089
C19 -0.79652 -2.89467 0.71802  -0.574
H73 -0.59135 -2.78839 1.84857  0.119
C20 -1.57279 -0.56927 -0.06638  -0.073
O20 0.42978 -1.74113 -6.21101  -0.045
H74 -5.10656 3.13168 -4.28483  0.059
H75 -2.86356 1.11517 -4.40648  0.106
O21 7.03856 -2.71443 1.95303  -0.043

The LUMO energy is -3.7 eV. Its highest occupied orbital energy is -10.6 eV. Its total charge is +1. As for the energy relative to the best compared isomer or geometry (same formula, charge and spin): 7.744 eV. The spin multiplicity is 1.

=====

# 3
DFT (ωB97M-V/def2-TZVPD) results for a structure of composition C33H39BCl2N2O2RuSe3Te.

Last column: Löwdin charge in e.
Atoms and positions in Å:
H1 -3.46267 -0.87962 3.64890  0.077
H2 1.97064 2.99641 3.55626  0.079
H3 -3.79986 3.32504 -3.07711  0.077
H4 0.83020 0.04971 -4.58423  0.078
H5 -0.02145 1.41163 2.13450  0.069
H6 -0.05189 0.22531 -3.08236  0.040
N1 -1.64108 0.56552 -0.23721  0.027
H7 0.80205 0.74393 3.54353  0.090
C1 3.45996 -2.12418 1.19194  -0.122
C2 -3.31083 -0.84227 0.85580  -0.159
C3 2.16864 1.44297 2.05342  -0.342
C4 4.71162 -2.08264 1.83851  -0.078
H8 2.64078 1.33781 -3.90807  0.118
H9 -5.21630 2.64775 -2.26396  0.076
C5 2.69845 1.32324 0.61556  -0.112
H10 3.72602 -2.85420 4.96038  0.103
C6 -2.30104 -1.34393 1.86920  -0.380
O1 2.50247 -1.68250 -0.93667  -0.145
C7 3.47947 -1.79198 -0.20431  -0.194
H11 1.36945 -0.80953 -3.15618  0.056
C8 2.19351 2.91334 2.48826  -0.059
N2 0.53376 1.12936 -0.51441  0.043
C9 0.83473 0.81159 2.45024  -0.055
C10 2.43523 -2.70917 3.28613  -0.564
C11 4.73286 1.36293 -0.70844  -0.087
C12 -3.90260 0.43955 -1.13798  -0.142
H12 3.16547 3.37831 2.30244  0.075
H13 1.43413 3.48083 1.94454  0.070
Se1 0.22500 -6.07818 0.08861  -0.286
H14 -3.27113 -3.18097 2.52940  0.075
B1 -0.34356 -0.05593 -0.52145  -0.528
H15 -1.31125 -1.08963 1.51383  0.073
H16 0.68290 2.71253 -4.36631  0.079
C13 -1.49102 1.94603 -0.04753  -0.080
H17 -2.32987 2.57641 0.20575  0.120
H18 2.92799 0.92942 2.64695  0.122
H19 -6.60290 -1.21431 0.09832  0.098
C14 -3.91376 0.64941 -3.65609  -0.068
C15 -5.58110 -0.86082 0.02107  -0.070
Ru1 0.37383 -2.07513 -0.63611  0.688
H20 -3.53171 -0.36924 -3.72900  0.022
C16 -4.12352 2.70642 -2.23519  -0.064
C17 3.97446 1.33432 -1.86989  -0.041
H21 5.59498 -1.82670 1.26308  0.116
H22 -2.41144 0.44212 3.12291  0.078
C18 2.58481 1.28255 -1.83080  -0.128
H23 4.46510 1.34858 -2.83751  0.109
H24 -3.50316 1.22374 -4.49258  0.080
Se2 -1.70782 -2.45675 -1.75076  0.034
C19 0.94969 0.13192 -3.50133  -0.093
H25 0.19904 2.66449 -2.67000  0.059
C20 -2.35539 -2.86379 2.01686  -0.064
C21 -2.48214 -0.64490 3.22065  -0.051
C22 -2.97117 0.03801 -0.17268  -0.182
C23 -4.62946 -1.27595 0.93797  -0.035
C24 3.65192 -2.65472 3.89876  -0.129
C25 -5.21209 -0.01347 -1.01238  -0.037
H26 -1.50100 -3.21192 2.59513  0.053
H27 0.25851 3.25549 -0.13788  0.125
C26 4.09233 1.36830 0.51654  -0.062
C27 -0.20546 2.28370 -0.20869  -0.099
C28 -3.51650 1.30423 -2.33084  -0.366
H28 -2.43103 1.40062 -2.33355  0.118
Te1 0.92849 -4.55551 -1.61642  0.259
Cl1 6.35623 -2.27147 3.99046  0.620
C29 1.84306 1.32904 -3.16318  -0.344
H29 5.81554 1.39205 -0.76118  0.101
C30 1.05981 2.63529 -3.34107  -0.054
C31 1.95990 1.24231 -0.57727  -0.120
O2 1.10063 -2.49174 1.34788  -0.213
H30 -5.00220 0.62267 -3.77815  0.072
H31 -4.90899 -1.96332 1.72861  0.109
H32 4.67568 1.40498 1.43312  0.117
H33 -3.84555 3.21877 -1.31264  0.062
Se3 -1.49245 -2.55359 -3.99435  -0.069
H34 -1.71137 -0.97711 3.92437  0.071
H35 -2.31979 -3.37000 1.04909  0.052
H36 4.46730 -1.59075 -0.64029  0.133
C32 2.25644 -2.44971 1.87759  -0.382
Cl2 1.03265 -3.07925 4.23437  0.709
H37 0.70666 -0.19308 2.06012  0.052
H38 1.68135 3.51237 -3.14199  0.080
C33 4.81052 -2.33838 3.16645  -0.666
H39 -5.94972 0.28532 -1.74947  0.107

The LUMO energy (alpha / beta) is 2.0 / 1.1 eV. Its highest occupied orbital energy (alpha / beta) is -4.1 / -4.4 eV. Its total charge is -1. As for the expectation value of S²: 8.7855. The spin multiplicity is 6.

=====

# 4
DFT (ωB97M-V/def2-TZVPD) results for a structure of composition C11H19AlNO7PS2.

Last column: Löwdin charge in e.
Atoms and positions in Å:
P1 -2.30280 -0.25085 3.45869  0.214
Al1 -2.09520 -0.66571 1.12047  0.219
H1 2.89991 -1.07765 1.20255  0.102
C1 -0.29791 1.80099 0.77713  -0.286
H2 -2.37123 1.91382 3.31378  0.013
C2 -3.85956 -2.49686 0.75896  -0.913
C3 3.35172 -0.56759 2.10141  -0.114
C4 -1.52976 1.02235 0.14561  -0.258
C5 0.98181 0.58178 -4.84195  -0.096
O1 -0.54246 -2.71581 -0.41638  -0.258
H3 1.84752 0.14014 -5.34092  0.124
H4 1.49583 2.11195 2.59825  0.108
H5 0.61338 1.44079 -5.40129  0.116
H6 -0.57019 -1.37491 -2.68104  0.116
C6 1.37202 0.97559 -3.43499  -0.492
C7 -0.81761 -2.24840 0.81654  -0.725
H7 -2.41316 1.74345 0.20431  0.044
H8 -0.50212 2.17855 1.82667  0.073
H9 2.94629 1.84028 1.51115  0.102
H10 -0.20378 -1.19016 -5.37983  0.110
H11 1.00337 -1.84417 -3.35487  0.131
O2 -3.07087 1.28984 3.60463  -0.349
H12 4.19047 0.14029 1.81320  0.080
H13 -1.07631 0.06961 -4.50116  0.118
O3 2.30180 0.19513 2.71670  -0.225
C8 -0.11301 -0.44021 -4.59283  -0.168
H14 -1.32760 0.87541 -0.95586  0.045
S1 -3.82998 -4.03788 1.33687  0.492
N1 -3.87098 -1.31091 0.57627  0.035
S2 -3.37523 -1.65591 4.27613  0.139
H15 -0.27532 0.53224 3.74950  0.021
H16 3.79402 -1.31794 2.80799  0.087
O4 0.92718 0.05597 -2.55368  0.028
H17 1.63805 1.29882 -0.28058  0.096
H18 0.95707 -0.09577 0.62487  0.105
C9 2.01029 1.36352 1.92870  -0.231
O5 -0.31654 -2.78998 1.84125  -0.168
C10 1.08079 1.02605 0.66324  -0.157
C11 0.28882 -1.02357 -3.25472  -0.147
O6 2.01771 1.94539 -3.12858  0.088
O7 -0.78156 -0.17971 4.19580  -0.312
H19 -0.17487 2.74202 0.14798  0.095

The LUMO energy is 4.4 eV. Its highest occupied orbital energy is -0.1 eV. Its total charge is -2. The spin multiplicity is 1.

=====

# 5
DFT (ωB97M-V/def2-TZVPD) results for an isolated molecule of C16H15N3O.

Last column: Löwdin charge in e.
Atoms and positions in Å:
C1 4.03719 -0.21843 -1.00611  -0.085
C2 3.42418 1.01119 -0.83216  -0.066
H1 4.96232 -0.29354 -1.55780  0.102
C3 1.63716 -0.03673 0.40559  -0.163
H2 -1.67031 1.86521 2.02355  0.110
H3 -3.37578 2.94909 0.67210  0.104
C4 2.27162 -1.25949 0.24926  -0.041
H4 0.03614 0.15408 -1.51265  0.119
H5 3.93566 -2.31134 -0.57730  0.104
N1 -2.52257 -1.52461 0.69868  0.110
H6 0.10256 -2.64426 -0.76351  0.116
C5 -2.64993 2.16836 -1.18370  -0.083
C6 -0.70605 0.77147 -1.02818  -0.039
C7 -2.62535 2.34206 0.18792  -0.074
H7 -1.70306 1.22598 -2.85750  0.107
H8 -3.41832 2.64023 -1.77729  0.102
N2 -1.19598 -1.70524 0.65554  -0.129
H9 -3.99205 -2.13692 -0.66198  0.100
C8 -2.95615 -2.09766 -0.39717  -0.220
H10 -1.03553 -0.84980 2.48542  0.138
O1 0.77304 0.89321 2.34015  0.026
C9 -1.64856 1.72679 0.95070  -0.028
C10 -1.68808 1.37845 -1.78883  -0.062
H11 0.36177 -1.84504 2.04067  0.129
H12 1.76109 2.05849 0.00628  0.129
C11 3.45966 -1.34882 -0.45920  -0.076
H13 0.00524 1.24862 2.80255  0.086
C12 2.23685 1.09934 -0.13210  -0.025
N3 -1.97960 -2.63594 -1.15253  0.083
H14 3.87191 1.90373 -1.24314  0.105
C13 -0.88973 -2.36998 -0.47334  -0.162
H15 1.86447 -2.16239 0.67742  0.098
C14 -0.36426 -1.12141 1.66552  -0.042
C15 0.35178 0.18211 1.19155  -0.401
C16 -0.67134 0.94318 0.35157  -0.169

The LUMO energy is 0.7 eV. Its highest occupied orbital energy is -9.3 eV. As for the SMILES: OC(Cn1cncn1)(c1ccccc1)c1ccccc1. Its total charge is 0. As for the energy relative to the best compared isomer or geometry (same formula, charge and spin): 0.769 eV. The spin multiplicity is 1.

=====

# 6
DFT (ωB97M-V/def2-TZVPD) results for a structure of composition C4H6N2O2.

Last column: Löwdin charge in e.
Atoms and positions in Å:
H1 -1.82112 0.53873 1.61494  0.115
C1 -1.86623 0.40262 0.51132  -0.111
O1 0.67131 2.63261 -0.42258  -0.099
H2 -1.60078 -2.18844 0.14038  0.161
H3 2.46522 1.86145 0.32713  0.144
H4 -2.74897 0.89451 0.14234  0.078
C2 -1.80729 -0.92802 -0.33182  -0.144
C3 1.34025 1.54798 0.15032  -0.011
C4 0.68578 0.11144 0.15665  -0.264
H5 -2.08772 -1.25496 -1.48023  0.132
O2 2.80522 -0.88515 0.10441  -0.183
H6 3.27888 -1.84761 -0.47550  0.252
N1 -0.68869 0.08267 -0.33323  -0.092
N2 1.37415 -0.96783 -0.10413  0.021

The LUMO energy is -0.7 eV. Its highest occupied orbital energy is -9.0 eV. Its total charge is 0. As for the energy relative to the best compared isomer or geometry (same formula, charge and spin): 9.367 eV. The spin multiplicity is 1.